No. 1
Entry from the OMol25 dataset: an isolated ion of composition C11H17N2 and charge +1 (ωB97M-V with the def2-TZVPD basis set).

Computed properties:
- frontier orbital gap (eV) = 8.6
- energy relative to the best compared isomer or geometry (same formula, charge and spin) (kJ/mol) = 412.16

```
! wB97M-V def2-TZVPD RIJCOSX def2/J DEFGRID3
* xyz 1 1
C -0.68 1.45 2.55
C -1.90 0.70 2.42
C 0.53 1.26 2.02
C -2.45 0.38 1.24
C -1.02 -0.48 -1.99
C 0.96 0.24 0.96
C -1.89 0.68 -0.12
C 0.29 0.75 -0.36
C 0.65 -1.12 1.32
C 2.40 -1.14 -1.81
C 1.35 -0.30 -2.48
N 0.17 -0.02 -1.59
N -2.10 -0.17 -1.29
H -0.64 2.00 3.41
H -2.37 0.59 3.38
H 1.21 1.81 2.54
H -3.41 -0.11 1.26
H -1.12 -1.08 -2.94
H 2.01 0.31 0.94
H -2.02 1.63 -0.52
H 0.40 1.80 -0.47
H 1.04 -1.55 2.25
H 1.19 -1.82 0.59
H -0.49 -1.22 1.27
H 3.29 -1.26 -2.46
H 2.82 -0.57 -0.99
H 2.06 -2.12 -1.54
H 1.85 0.67 -2.68
H 0.86 -0.79 -3.36
H -3.00 -0.52 -1.56
*
```

No. 2
Entry from the OMol25 dataset: C35H65B2BaF4IN13O as an isolated structure (ωB97M-V with the def2-TZVPD basis set).

Computed properties:
- frontier orbital gap (eV) = 5.5
- energy relative to the best compared isomer or geometry (same formula, charge and spin) (kJ/mol) = 0.00

```
! wB97M-V def2-TZVPD RIJCOSX def2/J DEFGRID3
* xyz -1 1
Ba 1.80 0.83 -1.63
C -1.25 -0.20 -5.76
C -1.23 0.70 -4.52
C -2.08 1.95 -4.73
C -1.69 -0.05 -3.30
C -2.92 -0.67 -3.06
C -2.85 -1.17 -1.77
C -4.03 -1.89 -1.16
C -4.17 -3.31 -1.73
C -4.16 -1.88 0.35
N -1.61 -0.87 -1.29
N -0.93 -0.14 -2.23
B -0.79 -0.89 0.04
N -1.62 -0.48 1.29
N -2.03 0.82 1.23
C -2.54 1.11 2.41
C -2.47 0.00 3.27
C -1.88 -0.99 2.51
C -1.57 -2.41 2.88
C -2.62 -2.96 3.84
C -0.15 -2.57 3.45
C -3.12 2.48 2.65
C -4.42 2.66 1.86
C -3.35 2.74 4.14
N 0.25 -2.05 0.23
N 1.52 -1.55 0.35
C 2.33 -2.58 0.49
C 1.61 -3.78 0.43
C 0.29 -3.40 0.25
C -0.87 -4.29 -0.08
C -0.68 -4.86 -1.49
C -1.03 -5.43 0.92
C 3.82 -2.40 0.64
C 4.30 -1.11 -0.01
C 4.23 -2.47 2.11
H -0.90 0.35 -6.63
H -2.27 -0.54 -5.96
H -0.62 -1.07 -5.61
H -0.20 1.00 -4.33
H -3.11 1.68 -4.96
H -1.69 2.55 -5.56
H -2.10 2.57 -3.83
H -3.78 -0.74 -3.71
H -4.88 -1.33 -1.55
H -3.26 -3.89 -1.59
H -4.37 -3.28 -2.80
H -4.99 -3.84 -1.24
H -3.40 -2.51 0.83
H -5.13 -2.27 0.64
H -4.05 -0.87 0.76
H -0.06 0.03 -0.05
H -2.82 -0.08 4.28
H -1.61 -2.99 1.97
H -2.58 -2.44 4.80
H -2.45 -4.02 4.03
H -3.62 -2.84 3.43
H 0.00 -1.89 4.29
H 0.59 -2.36 2.68
H 0.00 -3.59 3.80
H -2.40 3.20 2.28
H -5.17 1.94 2.20
H -4.25 2.48 0.80
H -4.82 3.66 1.99
H -4.09 2.04 4.54
H -3.73 3.75 4.29
H -2.43 2.63 4.71
H 1.99 -4.79 0.46
H -1.77 -3.68 -0.08
H 0.18 -5.54 -1.50
H -0.49 -4.07 -2.21
H -1.56 -5.42 -1.81
H -0.17 -6.10 0.87
H -1.93 -6.01 0.69
H -1.11 -5.07 1.95
H 4.29 -3.24 0.12
H 3.88 -0.24 0.51
H 4.03 -1.08 -1.07
H 5.39 -1.02 0.06
H 3.78 -1.64 2.66
H 5.31 -2.41 2.22
H 3.88 -3.40 2.58
C 3.61 1.70 4.11
N 2.26 1.74 3.56
C 1.51 0.55 3.89
C 2.13 2.17 2.23
N 1.58 1.52 1.28
N 2.65 3.44 2.05
C 2.72 4.19 0.88
N 3.72 5.14 0.97
N 1.89 4.04 -0.08
H 3.57 1.85 5.19
H 4.23 2.48 3.68
H 4.09 0.74 3.91
H 1.53 0.41 4.97
H 1.92 -0.35 3.43
H 0.47 0.65 3.58
H 1.35 0.57 1.55
H 2.93 3.93 2.89
H 4.60 4.70 1.21
H 3.86 5.61 0.08
H 2.20 4.59 -0.88
O -0.52 2.65 -0.75
H 0.20 2.99 -0.16
H -1.08 2.06 -0.22
C 2.62 -1.08 -3.60
H 2.54 -2.13 -3.26
H 3.61 -1.00 -4.08
H 1.89 -1.00 -4.43
F 3.95 2.37 -1.46
B 5.01 3.33 -1.54
F 5.89 2.98 -2.54
F 4.44 4.60 -1.79
F 5.65 3.35 -0.28
I 1.45 5.99 -6.45
C 1.07 4.77 -4.83
C 0.07 4.92 -3.90
N 0.20 3.90 -3.04
N 1.23 3.10 -3.35
C 1.77 3.61 -4.45
H -0.70 5.66 -3.80
H -0.35 3.63 -2.22
H 2.64 3.15 -4.90
*
```

No. 3
Entry from the OMol25 dataset: C18H34BeBr2F12N2O23S4 as an isolated structure (ωB97M-V with the def2-TZVPD basis set).

Computed properties:
- frontier orbital gap (eV) = 5.7

```
! wB97M-V def2-TZVPD RIJCOSX def2/J DEFGRID3
* xyz 0 1
Be 1.00 -3.32 0.92
C 4.92 -4.13 2.49
F 6.14 -3.85 2.94
F 4.87 -5.09 1.58
F 4.16 -4.45 3.51
S 4.23 -2.50 1.60
O 5.07 -1.32 1.76
O 4.16 -2.99 0.25
N 2.64 -2.33 2.26
S 2.90 -1.27 3.45
O 3.99 -1.67 4.34
O 2.91 0.10 3.00
C 1.26 -1.48 4.44
F 1.05 -2.75 4.78
F 1.33 -0.78 5.55
F 0.26 -1.00 3.70
C 1.50 0.28 -0.83
F 1.38 -0.44 -1.93
F 2.44 -0.21 -0.05
F 1.70 1.57 -1.12
S -0.21 0.16 0.13
O -0.03 0.77 1.42
O -1.21 0.80 -0.71
N -0.31 -1.53 0.34
S -1.88 -1.80 0.50
O -2.06 -3.08 1.17
O -2.73 -0.77 1.02
C -2.36 -2.14 -1.31
F -2.10 -3.39 -1.70
F -3.62 -1.73 -1.48
F -1.65 -1.38 -2.15
Br -5.86 -2.64 2.97
C -5.81 -2.28 1.03
C -7.22 -2.21 0.48
Br -7.30 -1.63 -1.41
H -5.20 -3.03 0.52
H -5.26 -1.36 0.85
H -7.67 -1.41 1.08
H -7.80 -3.12 0.57
C 2.00 3.14 2.52
C 2.29 4.38 1.69
C 3.27 4.10 0.55
O 2.50 4.31 -0.60
C 1.27 4.86 -0.27
O 0.50 5.26 -1.07
O 1.06 4.65 1.03
H 2.83 2.97 3.21
H 1.96 2.32 1.81
H 1.08 3.25 3.09
H 2.67 5.24 2.24
H 3.61 3.07 0.72
H 4.11 4.80 0.57
C 5.49 2.53 -2.26
C 5.67 1.05 -2.60
C 5.56 0.10 -1.40
O 4.79 -0.99 -1.93
C 4.27 -0.65 -3.12
O 3.56 -1.38 -3.75
O 4.68 0.55 -3.47
H 4.45 2.66 -1.93
H 5.68 3.14 -3.13
H 6.14 2.76 -1.42
H 6.63 0.90 -3.11
H 5.02 0.71 -0.67
H 6.54 -0.17 -1.03
C -4.30 2.04 0.20
C -5.38 1.99 1.25
C -6.05 3.34 1.65
O -7.45 3.11 1.46
C -7.62 1.88 0.86
O -8.68 1.41 0.57
O -6.45 1.27 0.67
H -4.69 2.53 -0.69
H -3.97 1.05 -0.12
H -3.42 2.60 0.52
H -4.97 1.52 2.14
H -5.84 4.12 0.92
H -5.72 3.70 2.62
O 2.24 3.00 -3.66
H 2.37 3.95 -3.53
H 2.02 2.66 -2.79
O 2.06 -3.22 -1.37
H 2.27 -2.33 -1.70
H 1.68 -3.67 -2.12
O -2.34 -3.69 -4.53
H -1.88 -3.91 -5.34
H -1.87 -4.16 -3.84
O -2.70 -1.06 -5.41
H -2.64 -1.82 -4.82
H -3.41 -0.53 -5.06
O -0.10 -4.51 2.68
H 0.09 -5.45 2.79
H -0.84 -4.33 3.28
O -2.91 1.29 -2.81
H -2.51 2.05 -3.25
H -2.24 0.98 -2.18
*
```

No. 4
Entry from the OMol25 dataset: C3H3Br3Cl6 as an isolated structure (ωB97M-V with the def2-TZVPD basis set).

Computed properties:
- frontier orbital gap (spin up / spin down) (eV) = 3.5 / 8.0

```
! wB97M-V def2-TZVPD RIJCOSX def2/J DEFGRID3
* xyz -1 2
C 0.30 0.57 1.00
Br 0.59 0.52 2.95
Br 1.28 2.04 0.25
Br -1.67 0.72 0.56
H 0.79 -0.27 0.52
C 5.02 -1.35 -0.98
Cl 5.66 -2.97 -0.89
Cl 6.02 -0.21 -0.05
Cl 3.45 -1.18 -0.23
H 4.95 -1.09 -2.04
C -5.17 0.73 -0.22
Cl -5.85 0.66 1.45
Cl -6.37 1.41 -1.31
Cl -4.72 -0.94 -0.70
H -4.28 1.36 -0.29
*
```

No. 5
Entry from the OMol25 dataset: a 16-piece molecular cluster, C3H38O15S2 overall (ωB97M-V with the def2-TZVPD basis set).

Computed properties:
- frontier orbital gap (eV) = 9.0
- energy relative to the best compared isomer or geometry (same formula, charge and spin) (kJ/mol) = 0.00

```
! wB97M-V def2-TZVPD RIJCOSX def2/J DEFGRID3
* xyz 0 1
C -1.58 0.92 0.25
C -0.43 0.61 1.23
C -1.87 -0.08 -0.80
S -3.54 0.01 -1.53
S -3.57 1.41 -3.04
H -1.41 1.91 -0.15
H -2.35 0.96 1.04
H 0.47 0.90 0.70
H -0.43 1.20 2.12
H -0.28 -0.42 1.61
H -1.85 -1.16 -0.42
H -1.16 -0.31 -1.61
H -3.63 2.56 -2.50
H 4.34 -2.40 -0.85
H 3.02 -3.54 -0.90
O 3.76 -3.08 -0.55
H -1.15 1.41 3.94
H 0.20 0.43 4.32
O -0.70 0.73 4.44
H -2.16 -0.28 2.26
H -3.16 -0.65 3.45
O -2.92 0.00 2.78
H 0.02 -2.50 3.88
H 0.42 -2.56 2.44
O -0.31 -2.25 3.01
H 1.67 2.97 -1.69
H 0.67 1.80 -1.68
O 0.80 2.70 -2.01
H 2.04 3.00 1.73
H 0.94 3.27 0.76
O 1.11 3.27 1.70
H 2.02 -1.31 -1.04
H 1.29 -0.59 0.04
O 2.17 -0.91 -0.18
H -4.05 2.24 0.12
H -3.06 3.14 0.75
O -3.70 2.45 1.00
H 1.64 1.01 -3.45
H 1.27 1.85 -4.79
O 1.83 1.19 -4.36
H 0.81 -2.89 -2.44
H 0.83 -3.47 -0.99
O 1.31 -2.90 -1.61
H 2.37 -3.64 1.44
H 2.27 -2.14 1.17
O 2.13 -2.80 1.87
H 4.66 0.20 1.67
H 3.56 0.38 0.69
O 4.41 0.78 0.94
H -1.37 3.43 -2.12
H -1.87 4.32 -0.99
O -2.17 3.87 -1.80
H -0.01 -2.07 -4.26
H -0.32 -0.61 -3.82
O 0.10 -1.43 -3.54
H -0.94 -4.37 0.91
H -1.42 -2.98 0.50
O -0.72 -3.62 0.35
*
```

No. 6
Entry from the OMol25 dataset: C30H33N3RhS2 as an isolated structure (ωB97M-V with the def2-TZVPD basis set).

Computed properties:
- frontier orbital gap (spin up / spin down) (eV) = 6.8 / 6.8
- energy relative to the best compared isomer or geometry (same formula, charge and spin) (kJ/mol) = 0.00

```
! wB97M-V def2-TZVPD RIJCOSX def2/J DEFGRID3
* xyz 1 1
Rh -0.44 -1.44 -1.08
C 2.67 3.85 1.95
C 1.73 3.35 3.02
C 1.79 3.85 4.32
C 0.93 3.39 5.31
C -0.03 2.44 5.01
C -0.12 1.95 3.71
C 0.76 2.39 2.73
N 0.68 1.91 1.39
C 0.30 0.67 0.98
N 0.51 -0.33 1.86
C 0.06 -1.66 1.79
C -0.59 -2.21 0.69
C -1.10 -3.51 0.78
C -0.93 -4.26 1.93
C -0.24 -3.72 3.00
C 0.25 -2.43 2.96
C 0.99 -1.86 4.14
N -0.16 0.44 -0.22
C -0.66 1.56 -0.98
C -1.63 2.40 -0.42
C -2.15 3.45 -1.15
C -1.71 3.67 -2.45
C -0.76 2.83 -3.01
C -0.23 1.76 -2.29
C 0.76 0.82 -2.93
H 3.46 4.45 2.39
H 2.16 4.47 1.22
H 3.14 3.02 1.42
H 2.53 4.60 4.55
H 1.01 3.79 6.31
H -0.71 2.09 5.77
H -0.90 1.23 3.47
H 0.74 2.60 0.66
H 0.98 -0.06 2.71
H -1.60 -3.95 -0.07
H -1.32 -5.27 1.98
H -0.09 -4.30 3.90
H 1.11 -2.61 4.91
H 0.46 -1.01 4.59
H 2.00 -1.51 3.87
H -1.98 2.21 0.59
H -2.90 4.10 -0.71
H -2.11 4.50 -3.03
H -0.44 2.99 -4.03
H 0.84 0.98 -4.00
H 0.43 -0.21 -2.79
H 1.75 0.90 -2.48
S -0.30 -3.32 -2.32
C 0.90 -2.71 -3.48
C 0.56 -2.60 -4.83
C 1.49 -2.15 -5.75
C 2.77 -1.80 -5.34
C 3.12 -1.91 -4.00
C 2.19 -2.37 -3.07
H -0.44 -2.87 -5.14
H 1.21 -2.07 -6.79
H 3.49 -1.45 -6.06
H 4.12 -1.65 -3.68
H 2.47 -2.48 -2.03
C -3.43 -0.97 0.10
S -2.58 -0.94 -1.49
C -3.39 -2.35 -2.27
H -3.35 -1.95 0.56
H -4.47 -0.70 -0.07
H -2.95 -0.22 0.73
H -4.47 -2.17 -2.24
H -3.14 -3.28 -1.76
H -3.05 -2.39 -3.30
*
```

No. 7
Entry from the OMol25 dataset: C41H44F6N9PS3SbTi as an isolated structure (ωB97M-V with the def2-TZVPD basis set).

Computed properties:
- frontier orbital gap (eV) = 6.4
- energy relative to the best compared isomer or geometry (same formula, charge and spin) (kJ/mol) = 51.48

```
! wB97M-V def2-TZVPD RIJCOSX def2/J DEFGRID3
* xyz 3 1
Ti 0.31 -1.29 0.91
S -1.24 0.73 0.66
C -1.83 0.82 -0.91
N -2.89 1.52 -1.25
C -3.27 1.68 -2.66
C -2.02 1.78 -3.49
N -1.15 0.62 -3.22
C -0.44 0.07 -4.40
C -1.44 -0.54 -5.36
C -1.58 -0.02 -6.64
C -2.50 -0.58 -7.51
C -3.28 -1.65 -7.11
C -3.14 -2.17 -5.83
C -2.22 -1.62 -4.96
C -1.05 0.15 -2.01
S -0.09 -1.19 -1.60
C -3.74 2.24 -0.27
C -3.50 3.73 -0.38
C -2.28 4.27 0.01
C -2.06 5.63 -0.12
C -3.06 6.46 -0.63
C -4.28 5.92 -1.00
C -4.50 4.55 -0.88
H -3.84 2.60 -2.74
H -3.89 0.84 -2.96
H -1.47 2.70 -3.28
H -2.27 1.75 -4.55
H 0.29 -0.65 -4.04
H 0.08 0.91 -4.87
H -0.97 0.82 -6.96
H -2.60 -0.17 -8.51
H -3.99 -2.09 -7.80
H -3.74 -3.02 -5.52
H -2.09 -2.05 -3.96
H -3.53 1.86 0.72
H -4.77 2.00 -0.53
H -1.50 3.64 0.43
H -1.11 6.06 0.19
H -2.88 7.52 -0.72
H -5.06 6.56 -1.39
H -5.46 4.13 -1.17
N -3.11 -3.72 1.82
C -3.75 -2.57 2.23
C -2.87 -1.56 2.00
N -1.72 -2.07 1.43
C -1.91 -3.38 1.36
C -0.85 -4.15 0.75
N 0.20 -3.47 0.32
C 1.03 -4.42 -0.26
C 0.45 -5.64 -0.17
N -0.75 -5.45 0.48
H -3.51 -4.65 1.88
H -4.73 -2.58 2.67
H -2.98 -0.52 2.24
H 1.97 -4.18 -0.72
H 0.78 -6.61 -0.51
H -1.41 -6.18 0.71
F 0.17 -0.71 2.74
Sb 0.07 -1.56 4.78
F 1.92 -1.28 4.76
F 0.33 -3.10 3.72
F 0.03 -2.36 6.44
F -1.76 -1.69 4.47
F -0.14 0.24 5.20
C 3.23 -4.92 3.15
C 3.62 -3.44 3.21
C 3.34 -2.77 1.91
N 2.25 -2.18 1.54
N 2.25 -1.80 0.23
C 3.34 -2.10 -0.42
N 3.54 -1.86 -1.73
S 4.50 -2.86 0.61
H 3.44 -5.39 4.11
H 3.78 -5.46 2.38
H 2.16 -5.02 2.96
H 4.68 -3.33 3.44
H 3.07 -2.92 3.99
H 2.76 -1.60 -2.31
H 4.39 -2.17 -2.18
C 2.07 1.43 -0.89
P 1.78 0.95 0.84
C 3.42 0.69 1.55
C 4.57 0.61 0.76
C 5.81 0.45 1.35
C 5.92 0.36 2.73
C 4.78 0.44 3.52
C 3.54 0.62 2.94
C 1.17 2.46 1.63
C 0.54 2.43 2.88
C 0.18 3.60 3.51
C 0.45 4.83 2.92
C 1.08 4.87 1.68
C 1.44 3.70 1.04
H 2.84 2.20 -0.93
H 1.14 1.83 -1.31
H 2.39 0.57 -1.47
H 4.50 0.70 -0.32
H 6.70 0.42 0.73
H 6.89 0.25 3.19
H 4.86 0.40 4.60
H 2.67 0.71 3.57
H 0.33 1.49 3.36
H -0.30 3.56 4.48
H 0.17 5.75 3.42
H 1.31 5.82 1.22
H 1.95 3.77 0.09
*
```